1) {
  "formula": "C4H13NO2",
  "method": "ωB97M-V/def2-TZVPD",
  "species": ["C", "C", "C", "C", "N", "H", "H", "H", "H", "H", "H", "H", "H", "H", "O", "H", "H", "O", "H", "H"],
  "xyz": [[0.46082, 0.31707, -1.62212], [0.17767, 1.35528, -0.54573], [0.77446, 2.69907, -0.80182], [-0.79466, 1.20551, 0.36513], [-1.47429, -0.00840, 0.58044], [-0.45195, -0.25983, -1.75553], [1.28755, -0.33730, -1.35825], [0.66597, 0.86102, -2.54030], [1.85934, 2.61916, -0.98678], [0.66825, 3.34226, 0.06773], [0.48650, 3.20127, -1.72936], [-1.16333, 2.06898, 0.89585], [-2.48406, 0.01532, 0.63426], [-1.32844, -0.66824, -0.15571], [-0.30134, -2.58774, 2.86148], [-0.70825, -2.27924, 3.66843], [-0.52198, -1.93466, 2.18356], [0.66791, -3.23475, -0.23502], [1.49643, -2.78006, -0.18801], [0.68338, -3.59474, 0.66175]],
  "lumo_ev": 0.812,
  "homo_energy_ev": -8.093
}



2) {
  "formula": "C4H13NO2",
  "method": "ωB97M-V/def2-TZVPD",
  "species": ["C", "C", "C", "N", "C", "H", "H", "H", "H", "H", "H", "H", "H", "H", "O", "H", "H", "O", "H", "H"],
  "xyz": [[1.61288, -2.17000, 1.07427], [0.10487, -1.86718, 1.04480], [-0.30896, -0.76839, 0.40230], [-1.62141, -0.30415, 0.47261], [-2.24841, 0.63575, -0.50369], [1.83199, -2.70182, 1.99858], [2.05992, -1.18759, 1.00219], [1.97617, -2.80367, 0.26804], [-0.60354, -2.28063, 1.76370], [0.21972, -0.23403, -0.40838], [-2.28379, -1.04975, 0.62491], [-2.33048, 1.65206, -0.08510], [-3.20067, 0.22522, -0.83705], [-1.54937, 0.67900, -1.34784], [1.97859, 0.86811, -1.66074], [1.96935, -0.02453, -1.98592], [2.77560, 1.35048, -1.92002], [-0.12369, 2.72647, -0.18243], [0.81003, 2.91119, -0.12467], [-0.44045, 2.07036, 0.42165]],
  "lumo_ev": 0.602,
  "homo_energy_ev": -7.618
}



3) {
  "formula": "C4H13NO2",
  "method": "ωB97M-V/def2-TZVPD",
  "species": ["C", "C", "C", "N", "C", "H", "H", "H", "H", "H", "H", "H", "H", "H", "O", "H", "H", "O", "H", "H"],
  "xyz": [[0.05323, 0.43278, 1.88554], [0.69932, 1.30606, 1.13123], [0.25928, 1.76570, -0.21809], [0.53857, 0.81132, -1.31242], [0.09996, 1.40666, -2.57716], [0.42628, 0.12220, 2.84723], [-0.86254, -0.02038, 1.53993], [1.56582, 1.79317, 1.56046], [0.73635, 2.74586, -0.41508], [-0.80134, 2.03605, -0.22304], [1.54979, 0.82034, -1.38621], [-0.95737, 1.66390, -2.52829], [0.24906, 0.68597, -3.38622], [0.66628, 2.31707, -2.81342], [-1.77254, -2.75906, 1.57948], [-2.40639, -2.55893, 0.88345], [-0.93053, -2.42588, 1.23396], [0.44305, -1.98800, -0.12332], [1.21348, -2.39229, -0.56066], [0.35509, -1.09919, -0.52009]],
  "lumo_ev": 0.741,
  "homo_energy_ev": -9.915
}



Most stable structure - 1); separation to the second - 33.2 kJ/mol.



1) {
  "formula": "C4H13NO2",
  "method": "ωB97M-V/def2-TZVPD",
  "species": ["C", "C", "C", "C", "N", "H", "H", "H", "H", "H", "H", "H", "H", "H", "O", "H", "H", "O", "H", "H"],
  "xyz": [[-3.33810, 2.20857, -0.99422], [-2.02999, 1.49605, -0.97460], [-1.52363, 0.81894, -1.99303], [-0.54795, -0.36037, -2.06189], [0.84950, -0.02122, -1.81884], [-3.36550, 3.30596, -1.30550], [-3.87668, 2.33116, -0.01816], [-3.87545, 1.62322, -1.64862], [-1.33980, 1.89990, -0.17485], [-1.68998, 1.20854, -2.97061], [-0.92280, -0.97601, -3.00822], [-0.94575, -1.09289, -1.27441], [1.21353, -0.58904, -1.00708], [1.08032, 0.99173, -1.65540], [2.63775, -3.30896, 3.61985], [3.39498, -2.91420, 3.15088], [2.05060, -3.68434, 2.94388], [2.52800, 0.01440, 2.77057], [3.45788, -0.07184, 2.70764], [2.18407, -0.50641, 2.01142]],
  "lumo_ev": 0.172,
  "homo_energy_ev": -8.504
}



2) {
  "formula": "C4H13NO2",
  "method": "ωB97M-V/def2-TZVPD",
  "species": ["C", "C", "C", "N", "C", "H", "H", "H", "H", "H", "H", "H", "H", "H", "O", "H", "H", "O", "H", "H"],
  "xyz": [[1.82980, -0.69360, -1.81279], [1.36317, -0.39669, -0.40588], [0.56380, 0.63455, -0.16892], [0.02735, 0.93066, 1.08823], [-0.48777, 2.28617, 1.29632], [1.09883, -1.00903, -2.55877], [2.34914, 0.14455, -2.23738], [2.57743, -1.49093, -1.78543], [1.80868, -0.98654, 0.38532], [0.30985, 1.38657, -0.90378], [0.62502, 0.63395, 1.84440], [-1.02262, 2.56670, 0.39036], [-1.21408, 2.24689, 2.10187], [0.26159, 3.03923, 1.54348], [-1.90714, -1.70444, 1.91252], [-1.72167, -1.94434, 0.99189], [-1.53132, -0.81523, 1.95321], [-1.93708, -1.43179, -1.06496], [-1.02219, -1.33569, -0.77687], [-1.97078, -2.06097, -1.79283]],
  "lumo_ev": 0.823,
  "homo_energy_ev": -8.355
}



Most stable structure - 2); separation to the second - 224.6 kJ/mol.



1) {
  "formula": "C3H7NS2",
  "method": "ωB97M-V/def2-TZVPD",
  "species": ["C", "C", "C", "H", "H", "H", "H", "H", "H", "H", "N", "S", "S"],
  "xyz": [[1.74529, 0.85751, 0.41916], [0.22422, 0.77729, 0.01216], [-3.53435, 0.01463, -0.12208], [4.08001, -0.23937, 0.10304], [2.12774, 1.93411, 0.36348], [1.37077, 0.57488, 1.53251], [0.05522, 0.89189, -1.06928], [-0.35800, 1.68159, 0.38894], [-4.49544, 0.60645, -0.64781], [-4.03495, -0.80139, 1.01698], [-2.31956, 0.30192, -0.54670], [2.61076, -0.42705, -0.30906], [-0.93072, -0.61408, 0.32678]],
  "lumo_ev": 0.414,
  "homo_energy_ev": -8.788
}



2) {
  "formula": "C3H7NS2",
  "method": "ωB97M-V/def2-TZVPD",
  "species": ["C", "C", "C", "N", "S", "S", "H", "H", "H", "H", "H", "H", "H"],
  "xyz": [[-0.66817, 0.63016, -0.83254], [-0.18755, 2.01633, -0.25147], [0.85095, -2.35591, 1.00079], [0.07986, -0.43774, -0.36432], [-1.22277, 3.39639, -0.94103], [-0.27490, -0.96780, 1.15635], [-1.77511, 0.54890, -0.94182], [-0.42107, 0.63363, -1.95578], [-0.54846, 2.21021, 0.75599], [0.87537, 2.01734, -0.50431], [1.83039, -1.85792, 0.73516], [0.44314, -3.08515, 0.17386], [1.01831, -2.74843, 1.96910]],
  "lumo_ev": [-0.577, -1.869],
  "homo_energy_ev": [-9.173, -8.143]
}



3) {
  "formula": "C3H7NS2",
  "method": "ωB97M-V/def2-TZVPD",
  "species": ["C", "S", "S", "C", "H", "H", "H", "H", "H", "H", "C", "N", "H"],
  "xyz": [[-1.48894, -2.98486, 0.32525], [-0.23371, -1.74110, 0.69837], [-1.28878, -0.00450, 0.53772], [-2.03193, 0.14228, 2.17721], [-0.99484, -3.97067, 0.35061], [-1.92056, -2.83338, -0.67843], [-2.30771, -2.98260, 1.06432], [-2.72338, -0.68899, 2.39517], [-1.26258, 0.17619, 2.96687], [-2.60015, 1.08741, 2.19882], [-0.57439, -1.26669, -4.12985], [-1.36890, -2.01477, -4.54529], [0.15843, -0.57669, -3.74668]],
  "lumo_ev": 0.730,
  "homo_energy_ev": -9.024
}



Most stable structure - 3); separation to the second - 279.7 kJ/mol.



1) {
  "formula": "C9H14O",
  "method": "ωB97M-V/def2-TZVPD",
  "species": ["C", "C", "C", "C", "C", "O", "C", "C", "H", "H", "H", "H", "H", "H", "H", "H", "C", "C", "H", "H", "H", "H", "H", "H"],
  "xyz": [[-2.05416, 0.83152, 1.57174], [-0.60878, 0.77292, 1.74516], [-0.13652, -0.06659, 2.83631], [1.17663, -0.52362, 2.80546], [2.04336, 0.31697, 1.97676], [3.34766, -0.04665, 2.09571], [1.55382, 1.31405, 1.18820], [0.18286, 1.56524, 0.93867], [-2.70115, 0.94978, 2.55972], [-2.50609, -0.06289, 1.20190], [-2.28707, 1.66914, 0.78757], [-0.83344, -0.32098, 3.58304], [1.52514, -1.41395, 3.50008], [3.85577, 0.81484, 2.44801], [2.12842, 2.14953, 0.75578], [-0.31785, 2.12577, 0.19392], [0.15348, -1.08152, -3.82962], [-1.27339, -1.32779, -3.66310], [0.68859, -1.69913, -4.64065], [0.43008, -0.16617, -4.45215], [0.63352, -1.29115, -2.83549], [-1.83977, -1.64871, -4.53403], [-1.84955, -0.55177, -3.18883], [-1.31158, -2.30886, -3.04414]],
  "lumo_ev": 0.784,
  "homo_energy_ev": -8.296
}



2) {
  "formula": "C9H14O",
  "method": "ωB97M-V/def2-TZVPD",
  "species": ["C", "C", "C", "C", "C", "O", "C", "C", "H", "H", "H", "H", "H", "H", "H", "H", "C", "C", "H", "H", "H", "H", "H", "H"],
  "xyz": [[-2.21054, -3.64375, 1.87421], [-1.60225, -2.45139, 1.10029], [-0.95588, -2.75810, -0.11723], [-0.10675, -1.89177, -0.72096], [-0.25257, -0.56989, -0.31983], [0.31073, 0.49927, -0.94751], [-1.03626, -0.26182, 0.73914], [-1.65509, -1.17382, 1.56677], [-3.01232, -4.28571, 1.48882], [-2.38942, -3.43532, 2.93379], [-1.46618, -4.28944, 1.53330], [-1.05997, -3.78183, -0.42208], [0.64821, -2.13104, -1.51980], [0.34589, 0.32983, -1.88238], [-1.10056, 0.83150, 1.27800], [-2.13911, -0.77140, 2.36134], [2.26491, 4.25948, -0.53009], [2.25072, 3.24883, -1.77142], [2.37970, 5.22589, -0.90111], [1.24052, 4.32861, 0.09464], [2.84769, 3.85564, 0.30218], [1.46870, 3.45026, -2.46737], [2.03732, 2.23882, -1.32822], [3.19251, 3.17712, -2.34447]],
  "lumo_ev": 0.870,
  "homo_energy_ev": -8.371
}



3) {
  "formula": "C9H14O",
  "method": "ωB97M-V/def2-TZVPD",
  "species": ["C", "C", "C", "C", "C", "C", "C", "H", "H", "H", "H", "H", "H", "H", "H", "C", "C", "O", "H", "H", "H", "H", "H", "H"],
  "xyz": [[-2.98449, 0.01134, 0.38289], [-1.82529, 0.65610, -0.30725], [-0.96107, 1.49112, 0.41356], [0.22765, 2.03709, -0.07790], [0.54800, 1.65459, -1.38628], [-0.34013, 0.95980, -2.22342], [-1.43098, 0.39919, -1.62359], [-3.30454, 0.38787, 1.37009], [-2.73909, -1.04221, 0.65042], [-3.89037, -0.10277, -0.21206], [-1.19446, 1.76268, 1.45129], [1.04620, 2.42085, 0.51094], [1.57041, 2.00012, -1.58967], [-0.06295, 0.78350, -3.26021], [-2.25498, -0.04487, -2.19408], [2.76457, -1.09726, 1.07960], [1.42924, -1.44083, 0.38683], [0.77895, -2.34786, 1.26689], [3.43302, -1.93869, 1.29021], [2.35703, -0.76450, 2.05213], [3.33551, -0.26764, 0.65607], [0.70967, -0.63853, 0.39427], [1.42606, -1.85139, -0.62739], [1.36206, -3.02769, 1.59667]],
  "lumo_ev": 0.981,
  "homo_energy_ev": -8.969
}



Most stable structure - 3); separation to the second - 122.4 kJ/mol.



1) {
  "formula": "C2H6O2",
  "method": "ωB97M-V/def2-TZVPD",
  "species": ["C", "C", "O", "H", "H", "H", "H", "O", "H", "H"],
  "xyz": [[0.81521, 1.61094, -0.31535], [-0.24832, 0.59276, -0.12541], [0.02906, -0.58450, -0.06192], [1.03628, 2.23030, 0.57014], [0.56511, 2.40137, -1.02634], [1.80257, 1.22994, -0.49770], [-1.28875, 0.94071, -0.08033], [-0.73784, -3.19205, 0.45507], [-0.70993, -2.38801, -0.10658], [-1.26339, -2.84145, 1.18841]],
  "lumo_ev": 0.805,
  "homo_energy_ev": -10.539
}



2) {
  "formula": "C2H6O2",
  "method": "ωB97M-V/def2-TZVPD",
  "species": ["O", "C", "C", "O", "H", "H", "H", "H", "H", "H"],
  "xyz": [[-1.10432, 1.16365, -0.19888], [-0.80507, -0.23282, -0.02352], [0.73789, -0.61148, 0.24459], [1.39425, 0.53999, -0.21434], [-0.96933, 1.45847, -1.11327], [-1.41380, -0.46562, 0.84863], [-1.12475, -0.76351, -0.92263], [1.04457, -0.83276, 1.29589], [1.19216, -1.46551, -0.30564], [1.04841, 1.20959, 0.38918]],
  "lumo_ev": 0.930,
  "homo_energy_ev": -10.087
}



3) {
  "formula": "C2H6O2",
  "method": "ωB97M-V/def2-TZVPD",
  "species": ["O", "C", "O", "H", "H", "C", "H", "H", "H", "H"],
  "xyz": [[-0.59727, -0.37697, 3.76629], [-0.52384, -0.58739, 2.59218], [0.61371, -0.93734, 1.95699], [-1.37309, -0.52694, 1.91698], [1.20337, -1.29596, 2.64195], [0.23342, 1.52798, -6.56094], [-0.55725, 2.22364, -6.32858], [0.30031, 0.84775, -5.71363], [0.03860, 0.91147, -7.43373], [1.14820, 2.06468, -6.75901]],
  "lumo_ev": 0.839,
  "homo_energy_ev": -11.072
}



Most stable structure - 3); separation to the second - 50.4 kJ/mol.



1) {
  "formula": "BrH2O2P",
  "method": "ωB97M-V/def2-TZVPD",
  "species": ["O", "P", "O", "H", "Br", "H"],
  "xyz": [[2.50618, -0.33580, -0.01094], [1.65893, -1.31520, 0.61740], [0.18547, -0.76257, 1.00117], [-0.34525, -0.07632, 0.58227], [-0.95974, 3.37105, -1.90509], [0.15098, 3.44866, -1.09563]],
  "lumo_ev": -0.002,
  "homo_energy_ev": -10.871
}



2) {
  "formula": "BrH2O2P",
  "method": "ωB97M-V/def2-TZVPD",
  "species": ["O", "P", "Br", "O", "H", "H"],
  "xyz": [[-1.23276, -1.37573, -0.78625], [-1.82164, -0.60864, 0.30699], [-1.89781, 1.55626, -0.41081], [2.02851, 0.10550, 0.27510], [1.29903, -0.54084, 0.03647], [1.62467, 0.86343, 0.57851]],
  "lumo_ev": -1.696,
  "homo_energy_ev": -10.976
}



Most stable structure - 1); separation to the second - 29.9 kJ/mol.